Record 1
This record from OMol25 describes a structure of composition C38H50GeN5OTi at a distorted geometry. The level of theory is ωB97M-V with the def2-TZVPD basis set.

Summary:
<S²>	0.772
Kohn-Sham gap (alpha / beta)	6.1 / 7.4	eV
spin multiplicity	2
E_LUMO (alpha / beta)	-1.0190 / -1.1596	eV

Last column: Löwdin spin population.
Atoms and positions in Å:
Ti (-0.504, 0.487, -0.767)  0.28
C (3.668, 3.099, -0.287)  0.00
C (3.372, 1.600, -0.226)  0.00
C (4.388, 0.881, 0.663)  0.00
C (3.323, 0.995, -1.616)  0.00
C (4.305, 1.329, -2.542)  0.00
C (4.249, 0.867, -3.845)  0.00
C (3.196, 0.067, -4.244)  0.00
C (2.206, -0.327, -3.347)  0.00
C (1.088, -1.218, -3.842)  0.00
C (1.640, -2.535, -4.395)  0.00
C (0.251, -0.492, -4.896)  0.00
C (2.311, 0.125, -2.031)  0.00
N (1.347, -0.314, -1.036)  0.00
C (1.730, -1.288, -0.269)  0.02
C (1.080, -1.782, 0.907)  0.00
C (1.629, -2.974, 1.436)  0.00
C (1.169, -3.530, 2.597)  0.00
C (0.146, -2.867, 3.290)  0.00
C (-0.395, -1.698, 2.823)  0.00
C (0.028, -1.121, 1.603)  0.00
N (-0.538, 0.045, 1.146)  0.00
C (-1.190, 0.854, 2.152)  0.00
C (-0.386, 1.596, 3.031)  0.00
C (-1.008, 2.339, 4.026)  0.00
C (-2.384, 2.354, 4.157)  0.00
C (-3.160, 1.619, 3.283)  0.00
C (-2.587, 0.856, 2.271)  0.00
C (-3.502, 0.046, 1.377)  0.00
C (-4.333, -0.946, 2.194)  0.00
C (-4.409, 0.955, 0.545)  0.00
C (1.129, 1.588, 2.960)  0.00
C (1.738, 0.939, 4.205)  0.00
C (1.686, 2.998, 2.766)  0.00
H (3.658, 3.525, 0.715)  0.00
H (2.934, 3.631, -0.887)  0.00
H (4.656, 3.292, -0.707)  0.00
H (2.384, 1.481, 0.230)  0.00
H (5.398, 1.000, 0.268)  0.00
H (4.186, -0.189, 0.735)  0.00
H (4.371, 1.297, 1.672)  0.00
H (5.116, 1.978, -2.243)  0.00
H (5.017, 1.148, -4.553)  0.00
H (3.140, -0.269, -5.271)  0.00
H (0.434, -1.461, -3.000)  0.00
H (2.303, -2.357, -5.242)  0.00
H (0.828, -3.175, -4.739)  0.00
H (2.207, -3.079, -3.638)  0.00
H (0.847, -0.281, -5.784)  0.00
H (-0.133, 0.457, -4.519)  0.00
H (-0.594, -1.111, -5.202)  0.00
H (2.670, -1.778, -0.532)  0.00
H (2.438, -3.445, 0.891)  0.00
H (1.593, -4.446, 2.982)  0.00
H (-0.226, -3.281, 4.218)  0.00
H (-1.177, -1.205, 3.384)  0.00
H (-0.403, 2.916, 4.714)  0.00
H (-2.851, 2.949, 4.929)  0.00
H (-4.238, 1.643, 3.378)  0.00
H (-2.879, -0.533, 0.693)  0.00
H (-5.025, -0.425, 2.859)  0.00
H (-3.700, -1.586, 2.811)  0.00
H (-4.923, -1.586, 1.536)  0.00
H (-5.042, 1.569, 1.188)  0.00
H (-5.062, 0.360, -0.098)  0.00
H (-3.829, 1.632, -0.083)  0.00
H (1.426, 0.991, 2.096)  0.00
H (1.530, 1.537, 5.094)  0.00
H (2.821, 0.862, 4.102)  0.00
H (1.339, -0.061, 4.372)  0.00
H (1.387, 3.655, 3.583)  0.00
H (1.345, 3.448, 1.834)  0.00
H (2.777, 2.973, 2.752)  0.00
O (-0.208, 2.038, -1.701)  0.01
N (-1.193, 2.340, -0.749)  0.16
C (-1.006, 3.542, -0.170)  0.23
C (-1.982, 3.995, 0.750)  0.03
N (-2.768, 4.387, 1.496)  0.11
C (0.067, 4.388, -0.529)  0.04
N (0.949, 5.073, -0.818)  0.12
C (-1.645, -3.545, -3.013)  0.00
Ge (-2.478, -2.451, -1.621)  0.00
C (-4.424, -2.555, -1.827)  0.00
C (-2.027, -3.315, 0.080)  0.00
C (-1.956, -0.567, -1.823)  0.00
H (-2.069, -4.549, -2.980)  0.00
H (-0.570, -3.633, -2.863)  0.00
H (-1.823, -3.133, -4.006)  0.00
H (-4.743, -3.594, -1.910)  0.00
H (-4.751, -2.019, -2.717)  0.00
H (-4.924, -2.113, -0.965)  0.00
H (-2.507, -4.295, 0.085)  0.00
H (-2.386, -2.761, 0.944)  0.00
H (-0.955, -3.469, 0.193)  0.00
H (-2.852, 0.025, -1.597)  0.00
H (-1.756, -0.411, -2.890)  0.00


Record 2
This record from OMol25 describes a structure of composition C39H58BrNO3OsSSe at a distorted geometry. The level of theory is ωB97M-V with the def2-TZVPD basis set.

Summary:
ΔE to the lowest compared entry with this formula, charge and spin	13.3	kcal per mole
Kohn-Sham gap (alpha / beta)	6.1 / 6.4	eV
net charge	+2
E_LUMO (alpha / beta)	-7.6618 / -7.4578	eV

Last column: Löwdin charge in e.
Atoms and positions in Å:
Os (1.249, -1.915, -0.867)  1.47
C (2.984, 3.122, 4.096)  -0.03
C (1.661, 2.386, 4.363)  -0.55
C (0.487, 3.321, 4.039)  -0.03
C (1.596, 2.018, 5.846)  -0.05
C (1.614, 1.153, 3.464)  -0.14
C (1.591, 1.307, 2.081)  -0.05
C (1.618, 0.185, 1.273)  -0.40
Se (1.990, 0.402, -0.617)  1.31
C (0.456, 0.855, -1.707)  -0.41
C (0.000, 2.161, -1.736)  -0.04
C (-0.938, 2.524, -2.695)  -0.14
C (-1.357, 1.533, -3.586)  0.04
C (-0.920, 0.210, -3.592)  -0.08
C (0.047, -0.127, -2.629)  -0.33
O (0.600, -1.378, -2.581)  -0.31
C (-1.488, -0.751, -4.650)  -0.51
C (-2.990, -0.475, -4.846)  -0.03
C (-0.754, -0.481, -5.972)  -0.02
C (-1.349, -2.237, -4.297)  -0.04
C (-1.487, 3.941, -2.822)  -0.55
C (-1.147, 4.480, -4.221)  -0.03
C (-0.887, 4.880, -1.776)  -0.06
C (-3.011, 3.906, -2.637)  -0.03
C (1.713, -1.123, 1.785)  -0.33
O (1.809, -2.195, 0.938)  -0.31
C (1.733, -1.304, 3.178)  -0.07
C (1.674, -0.151, 3.962)  0.06
C (1.850, -2.697, 3.808)  -0.52
C (0.658, -3.575, 3.396)  -0.03
C (3.169, -3.354, 3.370)  -0.02
C (1.858, -2.624, 5.338)  -0.05
H (3.052, 4.002, 4.737)  0.10
H (3.058, 3.459, 3.061)  0.08
H (3.839, 2.480, 4.310)  0.10
H (0.540, 4.205, 4.674)  0.10
H (-0.471, 2.834, 4.223)  0.07
H (0.507, 3.662, 3.002)  0.08
H (1.598, 2.930, 6.442)  0.10
H (2.456, 1.424, 6.157)  0.09
H (0.684, 1.469, 6.090)  0.09
H (1.579, 2.294, 1.636)  0.11
H (0.375, 2.883, -1.023)  0.11
H (-2.082, 1.817, -4.334)  0.11
H (-3.187, 0.489, -5.310)  0.09
H (-3.531, -0.514, -3.897)  0.06
H (-3.412, -1.234, -5.504)  0.10
H (-0.874, 0.556, -6.289)  0.09
H (-1.155, -1.123, -6.757)  0.10
H (0.314, -0.686, -5.878)  0.09
H (-1.715, -2.454, -3.291)  0.07
H (-0.323, -2.587, -4.374)  0.08
H (-1.947, -2.816, -5.000)  0.10
H (-0.071, 4.466, -4.396)  0.10
H (-1.493, 5.510, -4.312)  0.10
H (-1.629, 3.900, -5.008)  0.08
H (0.197, 4.959, -1.872)  0.09
H (-1.131, 4.566, -0.758)  0.09
H (-1.298, 5.880, -1.913)  0.10
H (-3.497, 3.272, -3.379)  0.08
H (-3.418, 4.912, -2.746)  0.10
H (-3.277, 3.540, -1.644)  0.09
H (1.703, -0.277, 5.031)  0.09
H (0.537, -3.635, 2.315)  0.07
H (-0.267, -3.198, 3.838)  0.09
H (0.807, -4.587, 3.773)  0.10
H (3.171, -3.591, 2.308)  0.06
H (3.307, -4.286, 3.918)  0.10
H (4.018, -2.706, 3.592)  0.10
H (0.952, -2.160, 5.733)  0.09
H (2.726, -2.084, 5.720)  0.10
H (1.903, -3.637, 5.736)  0.10
C (-4.921, -1.446, -1.645)  -0.07
C (-3.648, -1.725, -0.850)  -0.26
C (-2.923, -0.421, -0.547)  -0.31
S (-1.443, -0.536, 0.461)  1.06
O (-0.656, -1.715, -0.203)  -0.61
C (-2.034, -1.308, 1.972)  -0.31
C (-2.932, -0.387, 2.791)  -0.26
C (-2.210, 0.853, 3.305)  -0.10
H (-5.447, -2.376, -1.853)  0.09
H (-4.701, -0.968, -2.600)  0.05
H (-5.599, -0.797, -1.089)  0.09
H (-2.986, -2.383, -1.414)  0.10
H (-3.911, -2.244, 0.072)  0.11
H (-3.556, 0.294, -0.013)  0.11
H (-2.580, 0.074, -1.460)  0.08
H (-1.112, -1.543, 2.509)  0.07
H (-2.518, -2.242, 1.692)  0.10
H (-3.292, -0.981, 3.633)  0.13
H (-3.821, -0.113, 2.220)  0.11
H (-1.339, 0.568, 3.897)  0.07
H (-2.870, 1.447, 3.935)  0.09
H (-1.862, 1.496, 2.493)  0.07
Br (4.755, -2.631, -5.389)  0.86
C (4.541, -2.742, -3.533)  -0.66
C (5.586, -3.128, -2.706)  -0.05
C (5.350, -3.203, -1.343)  0.00
C (4.104, -2.882, -0.846)  -0.09
N (3.098, -2.499, -1.655)  -0.13
C (3.312, -2.434, -2.980)  -0.15
H (6.555, -3.368, -3.121)  0.13
H (6.128, -3.513, -0.661)  0.13
H (3.880, -2.936, 0.209)  0.10
H (2.477, -2.140, -3.599)  0.10


Record 3
This record from OMol25 describes the molecule C8H9ClO2 at a distorted geometry. The level of theory is ωB97M-V with the def2-TZVPD basis set.

Summary:
ΔE to the lowest compared entry with this formula, charge and spin	73.2	kcal per mole
Kohn-Sham gap	7.6	eV
E_LUMO	-0.6082	eV

Last column: natural (NBO) charge in e.
Atoms and positions in Å:
C (-1.426, 1.454, 0.711)  -0.52
C (-0.744, 2.430, 0.007)  -0.12
C (-1.581, 0.293, 0.051)  0.54
C (-1.058, 0.054, -1.347)  -0.61
C (1.373, -0.630, 1.133)  -0.38
C (2.349, -1.094, 0.013)  -0.40
C (1.139, -0.253, -0.329)  -0.39
C (0.089, -0.994, -1.030)  0.63
O (-2.112, -0.739, 0.807)  -0.66
O (-0.077, -2.105, -1.432)  -0.54
Cl (-0.457, 3.889, 0.860)  -0.01
H (-1.530, 1.480, 1.874)  0.22
H (-1.738, -0.358, -2.013)  0.24
H (-0.701, 0.986, -1.793)  0.29
H (0.585, -1.254, 1.350)  0.21
H (1.526, 0.188, 1.843)  0.23
H (3.275, -0.476, -0.113)  0.23
H (2.367, -2.152, -0.339)  0.25
H (1.132, 0.820, -0.529)  0.27
H (-2.410, -1.539, 0.275)  0.51


Record 4
This record from OMol25 describes the molecule H2N2O4S at a distorted geometry. The level of theory is ωB97M-V with the def2-TZVPD basis set.

Summary:
ΔE to the lowest compared entry with this formula, charge and spin	106.6	kcal per mole
Kohn-Sham gap	10.0	eV
E_LUMO	-0.0852	eV

Last column: natural (NBO) charge in e.
Atoms and positions in Å:
N (1.340, -0.582, 1.285)  0.36
N (0.425, 0.547, -1.190)  -1.12
O (1.887, -0.072, 2.178)  -0.23
O (-0.110, -0.731, 1.416)  -0.17
O (-1.914, 0.862, -0.629)  -0.82
O (-0.750, -1.315, 0.329)  -0.42
S (-0.830, -0.339, -1.137)  1.52
H (1.174, 0.061, -1.600)  0.38
H (-1.222, 1.569, -0.652)  0.50


Record 5
This record from OMol25 describes a structure of composition C23H11F15LuN3O. The level of theory is ωB97M-V with the def2-TZVPD basis set.

Summary:
ΔE to the lowest compared entry with this formula, charge and spin	0.0	kcal per mole
Kohn-Sham gap	7.9	eV
E_LUMO	-0.1295	eV

Last column: natural (NBO) charge in e.
Atoms and positions in Å:
Lu (-0.159, 0.427, -0.228)  2.13
C (2.182, 1.453, 1.752)  -0.44
N (1.591, 0.158, 1.393)  -0.52
C (0.923, -0.476, 2.534)  -0.21
C (-0.220, 0.409, 3.024)  -0.24
N (-0.862, 0.993, 1.857)  -0.85
C (-2.006, 1.710, 2.036)  0.09
C (-2.658, 2.166, 0.886)  0.29
F (-2.042, 1.844, -0.319)  -0.34
C (-3.803, 2.923, 0.836)  0.29
F (-4.318, 3.303, -0.330)  -0.28
C (-4.406, 3.275, 2.033)  0.23
F (-5.528, 3.999, 2.045)  -0.28
C (-3.818, 2.854, 3.214)  0.30
F (-4.381, 3.185, 4.374)  -0.28
C (-2.655, 2.101, 3.221)  0.26
F (-2.156, 1.767, 4.426)  -0.31
C (2.564, -0.714, 0.727)  -0.22
C (3.013, -0.079, -0.585)  -0.23
N (1.857, 0.546, -1.210)  -0.84
C (1.901, 0.774, -2.556)  0.10
C (0.723, 1.209, -3.172)  0.29
F (-0.354, 1.436, -2.326)  -0.34
C (0.551, 1.487, -4.506)  0.29
F (-0.625, 1.901, -4.969)  -0.28
C (1.634, 1.323, -5.355)  0.23
F (1.517, 1.560, -6.664)  -0.29
C (2.838, 0.913, -4.811)  0.30
F (3.897, 0.771, -5.607)  -0.28
C (2.976, 0.657, -3.456)  0.26
F (4.207, 0.319, -3.027)  -0.31
H (2.978, 1.323, 2.495)  0.19
H (1.416, 2.104, 2.165)  0.23
H (2.597, 1.923, 0.865)  0.23
H (1.626, -0.683, 3.351)  0.20
H (0.541, -1.442, 2.185)  0.20
H (0.165, 1.164, 3.719)  0.19
H (-0.895, -0.218, 3.615)  0.21
H (2.059, -1.665, 0.531)  0.21
H (3.428, -0.921, 1.372)  0.20
H (3.442, -0.878, -1.195)  0.21
H (3.837, 0.624, -0.407)  0.18
F (-1.823, -6.227, 0.706)  -0.29
C (-1.491, -5.036, 0.202)  0.24
C (-0.712, -4.953, -0.942)  0.28
F (-0.296, -6.073, -1.531)  -0.28
C (-0.355, -3.724, -1.477)  0.27
F (0.407, -3.691, -2.573)  -0.29
C (-0.779, -2.535, -0.883)  0.22
O (-0.465, -1.331, -1.319)  -0.87
C (-1.553, -2.661, 0.267)  0.27
F (-1.934, -1.502, 0.869)  -0.31
C (-1.918, -3.871, 0.820)  0.28
F (-2.655, -3.920, 1.929)  -0.29